71
Properties=species:S:1:pos:R:3:forces:R:3 method="wB97M-V/def2-TZVPD" e_homo_ev=-8.16 smiles="CCC[C@@H](C)c1c(CCCOC)c([PH2]=N)c([C@H](Cl)[C@H](C)Cl)c2nc(CC(=O)I)c(CCCF)nc12" total_energy_ev=-80215.230 gap_ev=6.780 fmax_ev_per_a=6.636
C 0.1367 -5.5955 1.1861 -0.18 -0.46 0.15
C -0.4322 -4.7761 -0.0783 -0.33 1.16 0.64
C 0.6599 -3.7250 -0.6561 -0.01 -0.56 0.56
C 0.8224 -2.4786 0.3925 -0.26 -0.07 0.43
C 2.3265 -2.3823 1.0071 -0.12 0.12 -0.65
C 0.3328 -1.0764 -0.2629 0.66 1.58 -1.94
C 1.2035 -0.4586 -1.4199 -3.37 1.02 1.68
C 2.5378 -1.1205 -1.9926 0.36 -0.51 -0.28
C 3.9098 -0.5288 -1.3824 0.21 -0.14 1.16
C 3.7522 0.7713 -0.4591 0.67 0.48 -0.18
O 5.0956 1.3828 -0.3913 -1.10 -0.73 1.64
C 5.4548 1.6931 0.9737 1.67 0.94 0.17
C 0.7115 0.9162 -2.0610 -2.20 -0.10 2.68
P 1.8530 1.6350 -3.4268 -1.02 -1.60 -1.76
N 1.7459 0.7664 -4.7881 -0.52 0.08 1.80
C -0.6102 1.6375 -1.6070 2.30 -3.14 0.49
C -1.1348 3.0096 -2.2880 -0.45 -0.83 1.31
Cl -1.2232 2.8626 -4.1473 0.25 -0.12 1.48
C -0.3543 4.3262 -1.7885 -1.41 1.34 -0.91
C -0.2492 5.4684 -2.9495 0.10 0.67 1.47
Cl 1.2800 4.0384 -1.0169 -0.93 0.24 -0.46
C -1.4267 0.9502 -0.4304 0.00 0.37 -0.45
N -2.6064 1.6669 -0.0129 0.19 -4.16 2.59
C -3.3400 1.0066 1.0081 2.06 -0.57 -1.34
C -4.6950 1.7350 1.5055 1.51 0.39 -0.67
C -5.8037 1.6737 0.3551 -1.82 4.68 -1.27
O -6.3314 2.7269 -0.1058 2.58 -4.91 2.30
I -6.4972 -0.2027 -0.5785 0.64 0.68 0.74
C -2.8824 -0.3553 1.6011 0.10 -0.45 0.11
C -3.8493 -1.0162 2.7283 0.77 -0.06 -0.91
C -3.5126 -0.4712 4.2100 -0.03 -0.37 -0.30
C -1.9355 -0.3789 4.5278 -0.45 -0.42 -0.07
F -1.5227 1.0080 4.4118 -0.40 -2.11 0.25
N -1.7124 -1.1001 1.2781 -2.79 5.64 -2.10
C -1.0122 -0.3861 0.2371 2.47 -0.37 -1.46
H 0.4972 -6.6304 0.8413 -0.25 1.59 0.59
H -0.6665 -5.7986 1.9940 1.11 0.39 -1.46
H 0.9869 -5.0418 1.7450 -1.28 -0.87 -1.15
H -1.2988 -4.1190 0.3242 1.22 -1.07 -0.83
H -0.8772 -5.4437 -0.9039 0.91 0.88 1.35
H 1.6719 -4.2800 -0.7269 -1.52 0.91 -0.06
H 0.3506 -3.3662 -1.6954 0.46 -0.43 1.46
H 0.1610 -2.7836 1.2933 0.79 1.02 -1.63
H 3.0205 -2.8466 0.2274 -0.68 0.71 1.30
H 2.4487 -2.9433 1.9954 -0.37 0.63 -1.44
H 2.6384 -1.2985 1.1933 -0.49 -1.55 -0.30
H 2.6262 -1.0211 -3.1446 -0.63 0.11 1.92
H 2.5727 -2.2636 -1.8055 -0.46 2.00 -0.18
H 4.3680 -1.3518 -0.7055 -0.65 1.45 -1.09
H 4.7097 -0.3156 -2.1788 -1.44 -0.16 1.03
H 3.4153 0.5566 0.6165 0.29 0.02 -1.68
H 3.0678 1.5862 -0.8739 0.69 -1.34 0.49
H 5.2282 0.8619 1.7295 -0.03 1.14 -1.14
H 5.0505 2.7285 1.3077 0.26 -1.82 -0.41
H 6.6084 1.8166 0.9811 -1.86 -0.23 -0.07
H 3.2463 1.6034 -3.0202 -1.08 0.58 0.35
H 1.4704 3.0158 -3.6551 0.53 -0.82 0.66
H 1.0674 0.0062 -4.5808 0.48 0.65 -0.56
H -2.2410 3.1675 -1.9851 1.99 -0.44 -0.45
H -1.0190 4.8114 -0.9736 1.27 -1.13 -1.14
H -1.2449 5.5922 -3.5064 1.62 -0.51 0.70
H 0.6558 5.3297 -3.6289 -1.48 -0.01 0.79
H -0.1007 6.4601 -2.3666 -0.05 -1.59 -1.03
H -4.4093 2.8521 1.6185 -0.68 -1.81 -0.37
H -5.0445 1.3920 2.5349 0.27 0.13 -1.70
H -3.6904 -2.1513 2.6753 -0.06 1.68 0.09
H -4.9514 -0.8411 2.4265 1.79 -0.17 0.63
H -3.9497 -1.2291 4.9618 0.43 1.38 -1.14
H -4.0357 0.5570 4.3138 1.15 -1.66 0.25
H -1.7181 -0.8061 5.5820 -0.34 1.30 -1.53
H -1.3056 -1.0284 3.8103 -1.05 1.33 0.87



69
Properties=species:S:1:pos:R:3:forces:R:3 method="wB97M-V/def2-TZVPD" e_homo_ev="-10.79 / -11.06" spin_multiplicity=5 charge=+1 total_energy_ev=-86742.151 gap_ev="7.227 / 7.350" fmax_ev_per_a=0.946
Cr 0.1555 0.0812 0.0252 -0.52 -0.18 -0.44
F -3.4442 2.9548 -2.6520 -0.13 0.02 0.12
C -3.6033 3.1679 -1.3385 0.15 0.14 0.12
F -4.4214 2.2242 -0.8554 -0.04 0.05 -0.10
F -4.2145 4.3593 -1.1811 -0.07 -0.29 -0.19
C -2.2780 3.1728 -0.6190 0.08 -0.15 -0.13
C -1.8712 4.3036 0.0495 -0.02 0.24 0.12
C -0.6487 4.3330 0.7161 -0.06 0.24 0.05
C 0.1239 3.2051 0.6891 0.16 -0.30 -0.14
N -0.2538 2.0931 0.0363 -0.25 0.49 0.00
C -1.4365 2.0467 -0.6280 0.17 0.04 0.14
S -1.7301 0.4951 -1.3716 -0.01 0.16 0.16
H -2.5160 5.1749 0.0564 0.09 -0.08 0.00
H -0.3112 5.2169 1.2421 -0.05 -0.08 -0.07
H 1.0898 3.1752 1.1791 -0.06 -0.08 0.00
C 0.3445 -4.5764 -1.5430 0.04 -0.06 -0.10
C 0.0670 -3.0757 -1.4799 0.21 0.03 -0.01
C 1.2143 -2.3103 -2.1568 0.05 -0.20 0.07
P -0.2597 -2.3422 0.1894 -0.26 -0.40 0.06
C -2.0676 -2.5671 0.4854 0.06 -0.22 0.26
C -2.6263 -3.9887 0.3833 -0.11 -0.01 -0.06
C -2.4983 -1.8883 1.7915 -0.02 -0.21 0.03
C 0.7237 -3.2759 1.4440 0.04 0.06 0.16
C 0.3190 -4.7167 1.7689 0.11 -0.08 0.05
C 0.8243 -2.4911 2.7655 0.02 -0.21 0.01
H 0.4339 -4.8797 -2.5901 0.01 0.02 0.08
H -0.4453 -5.1761 -1.0949 0.04 0.02 -0.03
H 1.2898 -4.8231 -1.0502 -0.08 0.02 -0.04
H -0.8536 -2.8641 -2.0289 -0.09 0.05 -0.05
H 2.1634 -2.4933 -1.6362 -0.09 0.02 -0.05
H 1.0337 -1.2363 -2.1840 -0.04 0.13 -0.03
H 1.3404 -2.6425 -3.1904 0.00 -0.01 0.08
H -2.4839 -1.9927 -0.3367 -0.14 0.20 -0.20
H -2.2903 -4.6325 1.1964 -0.07 0.08 -0.11
H -2.3694 -4.4654 -0.5644 -0.03 0.04 0.07
H -3.7190 -3.9417 0.4338 0.11 0.00 -0.01
H -2.2050 -2.4822 2.6636 -0.04 0.07 -0.11
H -3.5852 -1.7758 1.8153 0.08 -0.06 -0.02
H -2.0715 -0.8926 1.9031 0.07 0.14 -0.02
H 1.7167 -3.2901 0.9799 0.11 -0.01 0.00
H -0.6392 -4.7403 2.2889 0.11 0.01 0.00
H 1.0633 -5.1433 2.4498 -0.07 0.04 -0.07
H 0.2588 -5.3660 0.8988 -0.03 0.05 0.07
H -0.0339 -2.7088 3.4042 0.04 0.03 -0.05
H 0.8644 -1.4187 2.6190 0.05 0.25 -0.03
H 1.7231 -2.7884 3.3131 -0.07 -0.02 -0.03
C 6.7590 -0.6383 5.2811 -0.10 0.00 -0.14
C 5.7943 -0.4604 4.1372 0.04 -0.01 0.07
C 4.6339 0.2999 4.2848 0.10 0.02 0.05
C 3.7197 0.4561 3.2568 -0.02 0.07 -0.03
C 2.5411 1.3723 3.4923 0.14 -0.17 -0.11
C 3.9834 -0.2009 2.0263 0.03 -0.03 0.10
C 3.0640 -0.2414 0.9303 0.59 -0.12 -0.22
O 1.8869 0.1046 0.9435 -0.31 0.51 0.73
C 5.1868 -0.9306 1.8386 0.00 -0.09 -0.15
C 5.5457 -1.5760 0.5119 0.00 0.04 0.10
C 6.0597 -1.0508 2.8992 0.15 -0.07 0.08
H 6.4887 -0.0242 6.1386 -0.01 -0.01 -0.05
H 7.7744 -0.3819 4.9739 -0.04 0.00 0.00
H 6.7756 -1.6834 5.6013 -0.02 0.05 -0.03
H 4.4501 0.8048 5.2300 0.03 -0.07 -0.11
H 2.7650 2.0494 4.3145 0.00 -0.02 0.00
H 1.6436 0.8159 3.7578 -0.08 -0.11 -0.03
H 2.3057 1.9635 2.6111 0.02 -0.01 -0.03
H 3.4397 -0.6493 -0.0098 0.10 -0.06 -0.06
H 4.7649 -2.2424 0.1360 0.11 0.02 0.08
H 6.4521 -2.1690 0.6181 -0.01 0.04 0.03
H 5.7362 -0.8186 -0.2556 -0.03 -0.08 0.08
H 6.9785 -1.6178 2.7685 -0.12 0.07 0.03



75
Properties=species:S:1:pos:R:3:forces:R:3 method="wB97M-V/def2-TZVPD" e_homo_ev="-7.41 / -7.03" total_energy_ev=-109986.038 gap_ev="6.074 / 5.651" fmax_ev_per_a=0.317
Pb 0.0707 -0.2388 -0.1014 0.09 -0.08 0.00
C 2.1733 3.9581 1.4320 0.06 -0.04 -0.04
C 1.0481 3.0196 1.0569 0.04 0.04 -0.10
O 1.2724 1.8066 1.1286 -0.02 -0.08 0.11
C -0.1861 3.6236 0.6314 -0.01 0.08 0.09
C -1.4151 3.0429 0.4019 0.04 -0.19 -0.02
C -2.5925 3.9363 0.1353 -0.01 0.05 -0.03
N -1.6018 1.6928 0.4309 -0.19 0.26 -0.01
N -2.8747 1.3507 0.3372 0.17 -0.01 0.01
C -3.0565 0.0027 0.4480 -0.04 -0.04 -0.10
O -2.1579 -0.8048 0.7486 0.06 -0.14 0.15
C -4.4223 -0.4941 0.1503 0.03 0.00 -0.02
C -4.6194 -1.8704 0.0637 0.01 -0.01 -0.01
C -5.8643 -2.3735 -0.2738 -0.01 -0.03 0.00
C -6.9195 -1.5056 -0.5222 0.00 0.01 0.00
C -6.7268 -0.1330 -0.4356 -0.01 -0.01 -0.01
C -5.4810 0.3744 -0.1044 -0.01 0.02 0.02
H 2.9780 3.8232 0.7049 0.00 0.00 0.02
H 1.8825 5.0054 1.4475 -0.03 0.01 0.01
H 2.5587 3.6707 2.4110 0.00 0.00 -0.01
H -0.1612 4.7042 0.5844 -0.03 0.00 -0.02
H -2.2642 4.9671 0.0175 -0.02 0.00 0.01
H -3.1269 3.6104 -0.7569 0.02 -0.01 -0.01
H -3.3088 3.8798 0.9555 0.01 -0.02 0.01
H -3.7825 -2.5318 0.2485 0.01 0.01 0.01
H -6.0115 -3.4431 -0.3510 0.00 0.00 0.00
H -7.8921 -1.8993 -0.7887 0.00 0.00 0.00
H -7.5485 0.5428 -0.6346 0.00 0.00 0.01
H -5.3169 1.4408 -0.0421 0.01 0.00 0.00
O -4.3467 -5.0105 -3.7417 0.08 -0.01 -0.04
C -3.5158 -4.2951 -3.2572 -0.11 0.07 0.09
S -2.2958 -4.8319 -2.0935 0.01 -0.04 0.01
C -1.5243 -3.2802 -1.8122 0.01 0.01 0.07
C -2.0599 -2.1942 -2.5309 -0.07 0.08 -0.01
S -1.5688 -0.5821 -2.4829 0.02 0.03 -0.09
S -3.4017 -2.5563 -3.5900 -0.01 -0.01 -0.02
S -0.2568 -3.2363 -0.7237 0.03 -0.01 -0.05
O 2.9078 -0.4417 -0.5443 -0.10 -0.13 -0.14
S 3.8690 0.5716 0.0055 -0.01 0.25 0.07
C 5.5359 -0.0489 -0.3949 0.04 -0.07 -0.02
C 6.3136 -0.1661 0.9099 0.03 0.05 -0.03
C 5.3053 -0.6855 1.9299 -0.03 -0.02 0.03
C 4.0795 0.2062 1.7775 -0.01 0.02 -0.01
H 5.9915 0.6020 -1.1388 0.00 0.01 0.01
H 5.3473 -1.0278 -0.8406 -0.01 0.01 0.00
H 6.6867 0.8139 1.2196 -0.01 0.00 0.00
H 7.1792 -0.8184 0.7917 -0.02 -0.03 0.02
H 5.6892 -0.6595 2.9501 0.01 -0.01 0.00
H 5.0486 -1.7215 1.6976 -0.01 0.01 -0.01
H 4.2052 1.1651 2.2827 0.02 0.02 -0.01
H 3.1291 -0.2265 2.0872 0.00 0.02 0.01
C -0.3830 2.8208 -3.0654 -0.11 0.03 -0.02
S 0.9763 2.0396 -2.1826 0.06 -0.01 0.05
C 1.5858 0.9404 -3.4704 -0.03 -0.07 -0.10
H -0.0134 3.4409 -3.8812 0.03 -0.03 0.00
H -0.9118 3.4541 -2.3541 0.03 -0.01 0.00
H -1.0731 2.0708 -3.4507 0.01 -0.01 0.00
H 0.7733 0.3143 -3.8403 0.02 0.02 0.00
H 2.3375 0.2975 -3.0158 0.03 0.02 0.04
H 2.0271 1.5052 -4.2907 0.01 0.02 0.02
C 1.5676 -4.0747 2.3837 0.00 -0.05 -0.01
C 2.1220 -2.7160 1.9973 0.03 -0.06 -0.02
O 1.1841 -1.6545 2.1175 -0.11 0.08 0.12
C 0.7765 -1.3970 3.4560 0.05 -0.01 0.10
C -0.0562 -0.1369 3.4858 -0.02 0.04 0.03
H 2.2774 -4.8510 2.0927 0.01 0.02 0.00
H 0.6293 -4.2694 1.8650 -0.01 0.02 -0.02
H 1.4038 -4.1658 3.4579 -0.01 0.02 -0.01
H 2.4349 -2.7027 0.9523 -0.02 0.00 -0.01
H 3.0002 -2.4771 2.6143 0.00 -0.03 -0.01
H 1.6753 -1.2837 4.0801 -0.01 -0.01 0.00
H 0.2092 -2.2463 3.8477 -0.02 0.01 -0.03
H 0.5125 0.7123 3.1056 -0.02 -0.03 -0.02
H -0.3635 0.0869 4.5086 0.01 -0.04 0.01
H -0.9598 -0.2554 2.8856 0.00 0.00 -0.03